# 1
Here is a structure of composition C24H33GeN2O2S4SbW in a non-equilibrium geometry from the OMol25 dataset. Energies are from the ωB97M-V functional and the def2-TZVPD basis.

Last column: Mulliken charge in e.
Positions of all 68 atoms, in Å:
W 0.251 1.509 0.426  1.17
Sb 0.597 1.735 4.329  0.44
Ge -0.426 -0.935 -0.244  1.66
S 2.005 3.299 3.155  -0.32
S -0.856 1.002 2.561  -0.28
S 0.988 3.699 1.400  -0.13
S -0.989 3.165 5.321  -0.33
O -1.636 1.881 0.008  -0.05
O 1.814 0.825 1.410  -0.61
N 0.158 3.113 -1.240  -0.03
N 1.748 1.000 -1.165  -0.21
C -1.859 4.166 -0.410  1.12
C -3.592 5.457 0.632  -0.74
C -2.528 5.378 -0.246  -0.83
C 4.442 -2.325 1.078  -0.81
C 2.707 0.144 -1.097  -0.33
C 3.086 -0.866 2.468  -0.54
C -1.416 -0.754 -1.965  -0.39
C 1.298 3.133 -2.142  -1.03
C -2.153 -1.997 -2.488  -0.60
C -1.591 -1.983 0.947  -1.44
C -0.693 4.070 -1.270  -0.38
C 3.959 -1.923 2.331  -0.52
C -3.991 4.314 1.326  -0.60
C 4.035 -1.643 -0.046  -0.55
C -2.283 3.024 0.276  0.00
C -3.358 3.095 1.151  -0.66
C 0.297 -3.239 2.976  -1.04
C 1.585 1.688 -2.456  -0.62
C 3.125 -0.587 0.071  0.84
C -1.310 -3.487 1.017  -0.79
C -1.388 -2.779 -3.553  -0.62
C 2.644 -0.190 1.324  0.29
C -0.087 -3.402 -3.063  -0.74
C 0.061 -3.840 1.594  -0.17
H 0.795 -1.828 -0.601  -0.65
H 0.146 -4.929 1.652  0.44
H -0.540 4.882 -1.984  0.35
H 2.725 -0.552 3.438  0.19
H -2.072 -3.955 1.652  0.53
H -0.263 -4.081 -2.225  0.19
H -0.506 -3.510 3.667  0.37
H 1.239 -3.586 3.406  0.36
H 4.401 -1.927 -1.026  0.42
H -3.669 2.207 1.683  0.47
H -1.539 -1.556 1.948  0.60
H -0.717 -0.396 -2.730  -0.10
H -2.038 -3.564 -3.951  0.40
H -2.197 6.254 -0.792  0.41
H 0.852 -3.508 0.916  0.11
H -4.108 6.394 0.784  0.42
H 2.147 3.585 -1.621  0.20
H 4.283 -2.455 3.217  0.45
H 0.339 -2.148 2.939  0.06
H 0.616 -2.643 -2.715  0.03
H 0.742 1.242 -2.988  -0.02
H 5.130 -3.154 0.998  0.42
H 3.287 -0.044 -2.002  0.36
H 0.402 -3.971 -3.856  0.44
H 2.490 1.574 -3.054  0.65
H -1.174 -2.110 -4.394  0.27
H -2.123 0.062 -1.802  0.28
H -4.819 4.378 2.021  0.42
H -2.408 -2.673 -1.665  0.20
H 1.076 3.706 -3.045  0.60
H -1.417 -3.949 0.031  0.14
H -2.614 -1.799 0.603  0.48
H -3.112 -1.693 -2.919  0.36

Cartesian forces (eV/Å) of the 6 atoms listed first:
W 0.3 1.7 0.0
Sb -0.1 -0.3 0.0
Ge -0.1 -0.4 -0.3
S -0.1 0.4 -0.4
S 0.1 0.1 -0.1
S 0.3 -0.5 0.0

Maximum force = 1.69 eV/Å
ΔE to the lowest compared entry with this formula, charge and spin = 6.52 kcal/mol
E_tot = -140720.5159 eV
2S+1 = 3
<S²> = 2.02
Frontier orbital gap (alpha / beta) = 6.15 / 5.46 eV

=====

# 2
Here is a structure of composition C24H33N4O4P2Pt from the OMol25 dataset. Energies are from the ωB97M-V functional and the def2-TZVPD basis.

Last column: Mulliken charge in e.
Positions of all 68 atoms, in Å:
Pt 1.049 -0.803 0.239  1.18
P -0.457 0.737 0.950  0.37
P -0.016 -0.752 -1.730  0.34
O 4.494 -5.206 1.964  -0.51
O 2.991 -4.304 -0.046  -0.83
O 5.169 -4.255 3.862  -0.59
O 2.114 -2.340 -0.627  -0.59
N 3.875 -1.930 3.380  -0.04
N -2.246 2.295 -0.434  -0.43
N 2.514 -1.263 1.813  -0.23
N -1.547 1.164 -2.908  -0.44
C -2.068 -2.379 -0.894  -1.63
C 3.770 -2.986 2.522  0.19
C 3.139 -0.899 2.928  0.17
C 4.552 -4.223 2.828  0.49
C 3.209 0.427 3.597  -1.29
C -4.303 4.245 -2.698  -0.54
C 0.309 1.721 3.344  -2.10
C -1.045 0.740 -1.775  0.69
C 2.931 -2.559 1.542  0.29
C -1.350 1.345 -0.533  0.01
C -3.774 3.769 -1.537  -0.61
C -2.979 2.719 -4.030  -0.61
C -2.805 2.737 -1.584  0.20
C -0.830 3.397 1.921  -1.92
C -1.147 -2.175 -2.098  1.60
C 1.169 -0.601 -3.078  -1.32
C -3.899 3.720 -3.953  -0.55
C 0.139 2.210 1.896  2.36
C -1.778 0.003 1.954  -1.44
C 2.665 -3.157 0.213  0.73
C 1.459 2.660 1.261  -1.92
C -1.992 -1.874 -3.341  -1.85
C -2.417 2.198 -2.840  0.26
C -0.317 -3.439 -2.350  -1.70
H -4.337 4.122 -4.857  0.42
H 0.645 -0.580 -4.033  0.39
H -1.505 -2.622 0.009  0.27
H 2.679 0.426 4.549  0.36
H -0.451 4.113 2.655  0.56
H 4.472 -1.957 4.196  0.25
H -1.386 -1.617 -4.209  0.30
H -2.685 -1.496 -0.708  0.32
H 0.303 -3.342 -3.242  0.39
H -2.517 0.762 2.211  0.41
H 3.960 -4.963 1.158  0.44
H -2.664 2.295 -4.974  0.47
H -2.705 -1.068 -3.173  0.37
H -2.260 -0.787 1.383  0.39
H 1.854 -1.446 -3.037  0.44
H -1.837 3.111 2.222  0.30
H 1.284 3.063 0.261  0.37
H -1.011 -4.264 -2.522  0.51
H -2.745 -3.209 -1.104  0.57
H 2.802 1.205 2.964  0.13
H -0.894 3.899 0.959  0.38
H -4.061 4.159 -0.570  0.47
H 1.905 3.454 1.863  0.49
H -5.040 5.037 -2.671  0.42
H -2.555 -2.777 -3.586  0.53
H 4.255 0.662 3.794  0.49
H -1.363 -0.431 2.862  0.44
H 2.180 1.846 1.163  0.40
H 1.730 0.324 -2.955  0.46
H -0.654 1.710 3.854  0.38
H 0.732 0.719 3.413  0.32
H 0.962 2.408 3.885  0.53
H 0.325 -3.697 -1.513  0.29

Cartesian forces (eV/Å) of the 6 atoms listed first:
Pt 0.1 0.1 0.0
P -0.1 -0.1 0.0
P 0.0 0.0 0.0
O 0.1 0.0 -0.1
O 0.1 0.1 0.0
O 0.0 0.0 0.0

Maximum force = 0.19 eV/Å
E_tot = -61397.8393 eV
Frontier orbital gap = 8.41 eV
Net charge = +1

=====

# 3
Here is a structure of composition C24H34ClO6PSSi2 in a non-equilibrium geometry from the OMol25 dataset. Energies are from the ωB97M-V functional and the def2-TZVPD basis.

Last column: Mulliken charge in e.
Positions of all 69 atoms, in Å:
Cl -2.368 -3.722 -3.910  -0.29
S -5.509 0.631 -1.366  0.84
P -1.861 -2.148 -2.561  0.39
Si -3.513 0.955 -3.746  0.31
Si -1.021 -0.447 -3.726  0.29
O 4.339 1.944 -2.843  -0.57
O -4.644 0.441 -0.092  -0.56
O -5.755 -0.689 -2.134  -0.58
O 2.249 1.845 -1.457  -0.29
O -0.502 -2.691 -1.584  -0.51
O -1.802 1.090 -3.286  -0.11
C -9.782 1.310 3.132  -0.39
C 7.161 -2.419 1.050  -0.61
C -8.908 2.388 3.270  -0.31
C 1.364 2.185 -2.581  -0.22
C -9.339 0.123 2.550  -0.33
C 1.942 -2.183 3.850  -0.36
C -7.589 2.277 2.829  -0.50
C 0.905 -0.398 -3.461  -0.43
C 2.125 0.382 2.769  -0.38
C -8.023 0.014 2.101  -0.47
C 4.179 0.047 -1.097  -0.56
C 9.353 -1.451 0.743  -0.40
C 1.048 -0.439 2.438  -0.42
C 1.385 1.126 -3.832  -0.68
C 7.592 -0.154 1.770  -0.36
C 6.718 -1.232 1.632  -0.15
C -4.630 1.907 -2.478  -0.75
C 3.572 1.382 -1.902  0.53
C 0.955 -1.721 2.979  -0.42
C 8.911 -0.265 1.329  -0.39
C 3.116 -0.082 3.635  -0.38
C -7.147 1.091 2.243  -0.38
C 8.477 -2.528 0.601  -0.31
C 3.024 -1.365 4.174  -0.42
H -5.412 2.582 -3.049  0.42
H 3.224 -0.517 -0.667  0.18
H 9.594 0.573 1.441  0.35
H 4.826 -0.644 -1.796  0.30
H -6.765 1.164 -0.962  0.19
H 1.253 -0.790 -2.415  0.12
H 3.797 -1.728 4.848  0.38
H 1.869 -3.181 4.274  0.37
H 1.377 -1.116 -4.289  0.31
H -10.809 1.396 3.479  0.35
H 0.593 1.537 -4.625  0.31
H 3.958 0.556 3.890  0.41
H 2.194 1.383 2.352  0.39
H 0.114 -2.360 2.723  0.37
H -6.120 1.005 1.897  0.58
H -9.253 3.314 3.721  0.36
H 7.247 0.772 2.221  0.36
H 8.820 -3.450 0.141  0.36
H 1.538 3.260 -3.032  0.26
H 4.786 0.403 -0.146  0.17
H -3.612 1.605 -5.074  -0.13
H -1.370 -0.696 -5.144  -0.10
H -4.044 2.604 -1.742  0.34
H -10.020 -0.718 2.446  0.36
H -6.906 3.115 2.941  0.36
H 5.691 -1.147 1.979  0.44
H -7.680 -0.908 1.641  0.40
H 2.409 1.078 -4.419  0.39
H 0.257 2.208 -2.133  0.18
H -3.815 -0.465 -3.867  -0.10
H -0.905 -3.158 -0.775  0.32
H 10.380 -1.537 0.397  0.35
H 0.280 -0.080 1.757  0.46
H 6.480 -3.260 0.946  0.36

Cartesian forces (eV/Å) of the 6 atoms listed first:
Cl 0.8 0.9 0.4
S 2.4 -4.3 1.6
P -0.2 -1.6 2.4
Si 2.2 1.0 0.6
Si 1.6 1.6 0.0
O -5.5 -3.0 5.6

Maximum force = 8.37 eV/Å
ΔE to the lowest compared entry with this formula, charge and spin = 120.40 kcal/mol
E_tot = -86123.4619 eV
Frontier orbital gap = 8.55 eV

=====

# 4
Here is a structure of composition C24H34N2O4PReS2Se2Te from the OMol25 dataset. Energies are from the ωB97M-V functional and the def2-TZVPD basis.

Last column: Mulliken charge in e.
Positions of all 71 atoms, in Å:
Re -0.036 -0.357 -0.232  1.23
Te 1.796 -1.626 -1.822  -0.24
Se -2.758 2.838 1.088  0.14
Se -1.751 0.087 -2.103  0.01
S 1.030 3.486 2.079  -0.07
S 0.734 1.810 -0.450  -0.27
P -0.035 -3.091 -1.382  0.47
O -1.277 0.037 1.302  0.17
O -0.802 -2.369 -0.276  -0.61
O -1.046 -3.216 -2.594  -0.28
O 0.393 -4.543 -0.973  -0.20
N 1.374 0.926 2.006  -0.58
N 1.387 -0.317 1.373  -0.31
C -0.072 -0.931 3.152  0.75
C 5.345 4.788 1.141  -0.62
C -2.253 0.070 3.450  -0.93
C 3.040 4.568 0.469  0.88
C 3.461 4.215 -0.808  -0.09
C -3.633 4.451 0.446  -1.11
C -1.878 -4.110 -4.654  -1.25
C -0.598 -5.547 -0.573  -0.08
C -0.066 -1.306 4.491  -0.81
C -2.662 1.759 -1.629  -0.50
C 1.575 4.655 0.794  -1.37
C 4.814 4.150 -1.111  -0.73
C -1.118 -0.963 5.318  -0.88
C 3.995 4.857 1.440  -0.43
C -0.047 -6.907 -0.912  -1.31
C -2.205 -0.277 4.790  -0.68
C -1.189 -0.249 2.615  0.75
C -0.637 -3.832 -3.846  -0.13
C 0.952 -1.283 2.170  0.72
C 1.139 1.945 1.259  0.55
C 1.364 -2.693 1.971  -1.59
C -3.422 1.649 -0.306  -0.89
C 5.758 4.432 -0.137  -0.39
C -0.692 0.810 -3.563  -0.85
H 1.333 5.621 1.242  0.52
H 1.596 -3.101 2.959  0.53
H -2.458 -3.198 -4.791  0.28
H -2.506 -4.853 -4.165  0.31
H -1.385 1.220 -4.295  0.42
H -0.752 -5.419 0.498  0.29
H 2.232 -2.772 1.322  0.34
H -3.388 5.243 1.150  0.35
H -3.265 4.732 -0.538  0.32
H -1.534 -5.339 -1.092  0.33
H -4.477 1.872 -0.459  0.66
H 6.813 4.383 -0.371  0.39
H -0.752 -7.674 -0.593  0.41
H 0.034 -3.133 -4.351  0.32
H -3.332 1.934 -2.472  0.53
H -1.597 -4.489 -5.636  0.41
H 0.900 -7.077 -0.402  0.32
H 0.796 -1.829 4.888  0.43
H 3.677 5.132 2.439  0.37
H -4.711 4.314 0.426  0.33
H 0.109 -7.009 -1.985  0.30
H 5.129 3.888 -2.113  0.39
H -1.896 2.533 -1.612  0.31
H -3.367 0.648 0.118  0.25
H -1.098 -1.225 6.366  0.41
H 0.954 4.558 -0.097  0.47
H 0.536 -3.287 1.582  0.20
H -0.126 -0.011 -3.993  0.23
H -3.108 0.589 3.040  0.39
H -0.021 1.579 -3.189  0.26
H -3.037 -0.018 5.431  0.44
H 6.077 5.017 1.903  0.38
H 2.725 4.002 -1.574  0.33
H -0.083 -4.745 -3.623  0.29

Cartesian forces (eV/Å) of the 6 atoms listed first:
Re -0.3 -0.4 0.5
Te 0.0 -0.1 -0.2
Se 0.0 0.0 0.0
Se -0.2 0.0 -0.1
S 0.2 -0.1 -0.1
S 0.2 0.2 -0.2

Maximum force = 0.70 eV/Å
ΔE to the lowest compared entry with this formula, charge and spin = 9.40 kcal/mol
E_tot = -207681.4206 eV
2S+1 = 4
<S²> = 3.78
Frontier orbital gap (alpha / beta) = 6.96 / 6.11 eV
Net charge = +1

=====

What is the E_tot in the fourth record?
-207681.4206 eV